No. 1
C5H15N3 | the ωB97M-V functional and the def2-TZVPD basis

XYZ file:
```
23
Properties=species:S:1:pos:R:3:forces:R:3:nbo_charge:R:1
H 1.183347 -0.526669 -0.261127 -1.3725 -1.0954 0.8344 0.40
N 0.293867 -1.082305 -0.734612 1.9984 1.9357 -0.3983 -0.78
C 0.251162 0.159523 -1.167376 -1.6306 -0.9942 0.0773 0.23
C -0.407814 1.277136 -0.381910 0.1696 -0.6707 -0.0883 -0.51
C -1.926655 1.208243 -0.691704 0.3327 -0.1497 -0.6762 -0.38
C -2.586879 -0.101865 -0.260015 0.0353 -0.0023 0.1938 -0.23
N -2.170402 -0.437853 1.108420 -0.4924 0.0528 -0.0796 -0.85
H 0.490988 0.402815 -2.215592 -0.2660 0.1548 -0.3088 0.14
H -0.000523 2.206096 -0.696964 0.2077 1.0779 -0.2846 0.21
H -0.260836 1.174572 0.686680 0.1078 -0.1989 0.1922 0.24
H -2.417163 2.067964 -0.231130 0.0991 -0.0785 0.0775 0.22
H -2.051810 1.299074 -1.782840 -0.1045 0.1425 0.2126 0.20
H -2.298506 -0.911266 -0.962034 -0.3721 0.3818 0.1126 0.18
H -3.682859 0.062992 -0.291382 0.5538 -0.3289 -0.0146 0.20
H -2.742621 -1.195378 1.465892 0.0069 0.0771 -0.0054 0.36
H -1.228878 -0.802274 1.045140 0.2038 -0.1253 0.0745 0.37
H 1.335345 -0.775654 2.429289 -0.0907 -0.0017 0.0466 -0.01
H 1.393367 -0.039925 2.501072 0.0126 -0.0261 0.0268 0.01
C 3.075660 -1.085064 0.032309 1.3408 1.0762 0.7944 -0.08
N 3.528705 -0.065902 0.680771 1.0589 -1.9323 -0.2106 -0.61
H 2.638559 -1.890279 0.601949 -1.1292 0.0713 -0.1603 0.19
H 3.216725 -1.191014 -1.042342 0.3977 -0.5519 0.0029 0.16
H 4.367228 0.247037 0.167497 -1.0672 1.1858 -0.4189 0.34
```
Positions in Å, forces in eV/Å.

Summary:
Gap between HOMO and LUMO = 8.505 eV
HOMO level = -0.304 Eh
Spin multiplicity = 1
Net charge = 0
LUMO energy = 0.24 eV
SMILES string = [H]/N=C\CCCN.[H][H].C=N
Electronic energy = -9892.9223 eV

***

No. 2
C5H15N3 | the ωB97M-V functional and the def2-TZVPD basis

XYZ file:
```
23
Properties=species:S:1:pos:R:3:forces:R:3:nbo_charge:R:1
C 0.571613 1.362126 2.196326 0.8862 1.1332 1.4150 -0.67
C 1.156169 0.330108 1.276165 -0.4171 0.0682 -0.2666 -0.04
N 2.605140 0.098485 1.649689 0.1046 0.1205 -0.2856 -0.67
C 1.050877 0.733499 -0.200864 0.1252 -0.4680 0.1131 -0.43
C -0.367690 0.718393 -0.766746 -0.1404 -0.1695 0.9720 -0.22
N -0.942035 -0.627608 -0.996075 -0.0217 0.9892 0.3489 -0.52
C -1.976239 -0.770766 -1.795525 0.2349 -1.1423 -0.3509 0.41
N -2.630152 -1.894511 -1.933840 -0.0729 -0.0607 0.0254 -0.68
H -0.482967 1.528146 2.074984 -0.4369 -0.2267 -0.0346 0.26
H 0.799000 1.222126 3.260894 -0.5054 -0.8679 -0.0747 0.26
H 1.040135 2.356437 2.136542 0.0191 -0.1288 -0.9597 0.25
H 0.688309 -0.646915 1.392687 -0.0339 -0.0611 0.3243 0.21
H 3.114338 0.985950 1.690870 0.0450 0.0313 0.0580 0.45
H 3.064091 -0.480153 0.948316 0.2011 -0.1172 -0.1054 0.45
H 2.722012 -0.374758 2.549924 -0.1575 0.1151 0.0837 0.46
H 1.399346 1.759682 -0.314143 0.1917 -0.0081 -0.0973 0.26
H 1.673384 0.061704 -0.801783 0.0380 0.1841 -0.1347 0.23
H -1.049528 1.281832 -0.127168 0.0800 0.0242 0.0422 0.22
H -0.319528 1.225450 -1.697043 -0.1007 0.3590 -0.9850 0.24
H -0.729426 -1.331562 -0.303446 -0.1112 -0.2645 -0.1866 0.41
H -2.270236 0.032481 -2.454456 0.1553 0.2912 0.0021 0.24
H -2.469132 -2.701621 -1.347343 0.1021 -0.0290 -0.0110 0.43
H -3.252469 -2.045097 -2.716295 -0.1856 0.2279 0.1072 0.45
```
Positions in Å, forces in eV/Å.

Summary:
Gap between HOMO and LUMO = 11.839 eV
HOMO level = -0.678 Eh
Spin multiplicity = 1
Net charge = +2
LUMO energy = -6.62 eV
SMILES string = C[C@H]([NH3+])CC/[NH+]=C/N
Electronic energy = -9883.1187 eV

***

No. 3
C5H15N3O | the ωB97M-V functional and the def2-TZVPD basis

XYZ file:
```
24
Properties=species:S:1:pos:R:3:forces:R:3:nbo_charge:R:1
C 0.566814 3.390215 -0.132872 0.3060 -0.1516 0.2266 -0.42
N -0.085142 2.224596 -0.692882 0.7572 -1.8813 0.4482 -0.50
N 0.483870 0.935147 -0.093427 -0.0528 3.3712 -0.9863 -0.05
O 1.621169 0.473277 -0.862710 -0.7780 0.2934 -0.0592 -0.62
C -0.573985 -0.031099 -0.160540 0.7505 -2.5991 2.2076 0.09
N -0.947068 -0.540256 -1.433728 -0.2116 -0.0873 -0.3924 -0.86
C -0.095876 -1.271971 0.869652 -0.9175 1.4160 -1.5157 -0.20
C -1.359520 -1.862028 1.472422 0.2066 -0.0110 0.0889 -0.61
C 0.711295 -2.331047 0.139500 0.0086 0.0606 0.1128 -0.63
H 0.080350 4.288747 -0.518007 0.0162 -0.0837 -0.0325 0.20
H 0.433435 3.365230 0.949452 0.0438 0.0769 -0.0602 0.20
H 1.641204 3.445557 -0.355064 -0.0556 0.0491 0.0284 0.17
H 0.020854 2.220943 -1.710085 0.1461 -0.3497 0.2875 0.34
H 2.373967 0.592370 -0.273220 -0.1681 0.0900 0.1177 0.48
H -1.432534 0.437341 0.325503 0.1861 0.0161 -0.1571 0.21
H -1.517273 0.119375 -1.947602 0.1163 -0.0408 -0.0710 0.37
H -0.131111 -0.801136 -1.974723 -0.1086 0.0272 -0.0515 0.37
H 0.509365 -0.802035 1.648312 -0.0397 0.0700 -0.0749 0.20
H -1.885030 -1.125501 2.077688 -0.0987 0.0419 0.0423 0.20
H -2.022598 -2.202293 0.678914 -0.0893 -0.0555 -0.0548 0.21
H -1.119897 -2.711814 2.112827 -0.0417 -0.0732 0.0193 0.20
H 0.091001 -2.820718 -0.608831 -0.0236 -0.0727 -0.0883 0.21
H 1.580689 -1.900469 -0.351464 0.0541 -0.0619 -0.0510 0.22
H 1.056021 -3.092431 0.840884 -0.0064 -0.0448 0.0157 0.21
```
Positions in Å, forces in eV/Å.

Summary:
Gap between HOMO and LUMO = 10.032 eV
HOMO level = -0.337 Eh
Spin multiplicity = 1
Net charge = 0
LUMO energy = 0.86 eV
SMILES string = CNN(O)[C@@H](N)C(C)C
Electronic energy = -11943.6202 eV

***

No. 4
C5H15N3O | the ωB97M-V functional and the def2-TZVPD basis

XYZ file:
```
24
Properties=species:S:1:pos:R:3:forces:R:3:nbo_charge:R:1
C -0.582108 -2.030063 2.126196 1.9913 -0.2681 -0.1579 -0.62
C 0.335966 -0.893285 1.596975 -1.4879 0.7546 -0.2331 -0.03
N 0.024693 0.410001 2.216662 0.0885 -0.1900 -0.3573 -0.87
C 0.194028 -0.857550 0.011032 0.9945 -0.5134 1.7207 -0.46
C 0.088958 0.498597 -0.562239 0.4740 0.5850 -0.8399 0.10
N 1.320000 1.154723 -0.878041 -1.0968 -0.9234 0.0576 -0.84
C -1.081576 1.048749 -0.903714 -0.4860 0.6726 0.0272 -0.10
N -1.229576 2.277684 -1.584086 -0.0718 -0.7669 1.2207 -0.88
H -0.795175 -1.804897 3.169585 -0.1851 -0.5218 0.0595 0.20
H 0.051425 -2.922848 2.012663 -0.2805 -0.1322 0.6277 0.21
H -1.460552 -2.301011 1.550273 -0.3513 0.7529 -0.0475 0.21
H 1.377642 -1.040777 1.880909 -0.0156 -0.7050 -0.1727 0.18
H -0.461480 0.303846 3.099732 -0.0631 0.1400 -0.2842 0.36
H -0.477482 0.999732 1.566750 -0.3034 0.0923 0.2637 0.37
H -0.630266 -1.498245 -0.270876 -0.2641 0.1307 -0.1331 0.23
H 1.109222 -1.373546 -0.299337 -0.1428 0.1503 -0.5507 0.22
H 1.145264 2.131314 -1.027277 0.3627 0.4611 0.1994 0.38
H 2.050282 0.933343 -0.218743 0.0541 0.2918 0.0416 0.38
H -2.039906 0.649892 -0.595990 0.1868 -0.6221 -0.0215 0.19
H -0.677229 2.473146 -2.374600 0.3643 0.5142 -0.6463 0.38
H -1.874796 2.938563 -1.195120 0.1006 0.2070 -0.4397 0.39
O 1.446650 -0.651536 -3.268339 -0.4341 0.2350 -0.4718 -0.94
H 0.976446 0.080572 -3.702933 0.3380 -0.4282 0.1032 0.46
H 1.189573 -0.526397 -2.349471 0.2277 0.0838 0.0345 0.48
```
Positions in Å, forces in eV/Å.

Summary:
Gap between HOMO and LUMO = 8.620 eV
HOMO level = -0.286 Eh
Spin multiplicity = 1
Net charge = 0
LUMO energy = 0.83 eV
SMILES string = C[C@H](N)C/C(N)=C/N.O
Electronic energy = -11945.1167 eV

***

No. 5
C5H15N3O2S | the ωB97M-V functional and the def2-TZVPD basis

XYZ file:
```
26
Properties=species:S:1:pos:R:3:forces:R:3:nbo_charge:R:1
C 3.182833 -1.612609 0.165960 -3.7392 1.7943 0.8727 -0.60
C -0.501011 2.727688 -0.747848 -0.3332 1.6896 2.1780 -0.44
C -4.443014 0.615748 0.349851 3.0044 -1.0460 -0.6447 -0.27
C 0.726725 -0.849297 0.717459 -0.9660 0.6948 2.1263 -0.52
C 2.086111 -0.430047 0.276163 0.5842 -0.7553 -0.4191 -0.07
N -0.356142 1.623055 0.112681 0.4727 -2.1866 1.5179 -0.76
N 2.498025 0.618253 1.136911 -3.0669 2.4935 1.3300 -0.86
N -2.987597 -1.262463 0.271856 -1.4305 1.0904 0.4596 -0.27
O -0.646183 -0.404864 -1.568394 -0.0244 0.4722 0.4949 -0.94
O -3.929199 -0.597887 1.062028 1.1193 0.5094 -1.5631 -0.37
S -0.695896 0.110484 -0.186177 1.2121 0.0559 0.0832 1.58
H 2.555275 -2.485234 0.346177 0.9576 -0.4755 0.1314 0.21
H 3.876641 -1.331279 0.905720 1.0957 -0.5260 0.9734 0.21
H 3.569257 -1.579347 -0.805101 0.7441 -0.2362 -1.3274 0.21
H -0.385608 3.688922 -0.087831 -0.0821 -1.6311 -1.5597 0.20
H -1.470986 2.708986 -1.173262 -1.1347 0.3927 -0.7193 0.20
H 0.207605 2.640882 -1.515734 1.1180 0.4326 -1.3071 0.21
H -5.274390 0.821938 0.975977 -0.4754 1.1914 0.3609 0.20
H -4.755980 0.293847 -0.630770 -0.3660 -0.2118 -0.2696 0.19
H -3.574275 1.398121 0.102173 -1.9831 -1.4633 1.3603 0.19
H 0.640409 -0.814770 1.854533 -0.2003 0.4032 -1.4640 0.24
H 0.513159 -1.837634 0.446262 -0.6388 -1.4429 -0.7547 0.22
H 1.911669 -0.072271 -0.696640 0.1431 0.4410 -1.8684 0.17
H 3.418082 0.901772 1.014710 1.7845 0.8213 -0.4687 0.36
H 1.790968 1.474884 1.067121 2.1754 -2.3865 0.1758 0.39
H -2.739403 -2.046064 0.875586 0.0292 -0.1211 0.3016 0.30
```
Positions in Å, forces in eV/Å.

Summary:
Gap between HOMO and LUMO (alpha / beta) = 8.327 / 7.949 eV
HOMO level (alpha / beta) = -0.297 / -0.326 Eh
Spin multiplicity = 1
Net charge = 0
LUMO energy (alpha / beta) = 0.24 / -0.92 eV
Electronic energy = -24821.7050 eV

***

No. 6
C5H15N3S2 | the ωB97M-V functional and the def2-TZVPD basis

XYZ file:
```
25
Properties=species:S:1:pos:R:3:forces:R:3:nbo_charge:R:1
C 1.576835 1.345827 1.604309 1.2681 -0.5485 0.4698 -0.45
N 0.662569 0.347962 1.145059 -1.6141 -0.8847 1.8864 -0.65
C 0.343424 -0.032144 -0.104001 -1.4995 -1.6861 -0.3994 0.30
N 1.554336 -0.080405 -0.908693 -0.8165 3.2613 -2.8487 -0.56
C 2.504344 -1.146738 -0.663564 0.7722 -0.8186 2.1027 -0.45
C -0.345374 -1.437256 -0.215672 0.4525 0.2110 0.2979 -0.61
S -1.955171 -1.334208 0.499092 -0.7580 0.1851 -0.6768 0.37
C -2.393757 -0.051650 -0.671386 -0.4474 1.8152 -1.0142 -0.37
N -3.458090 0.900200 -0.051438 -0.6791 0.8203 -1.1098 -0.70
S -0.984228 0.958750 -1.164505 0.8497 0.3865 0.2328 0.14
H 1.575792 1.460475 2.693649 -0.4967 -0.2573 -0.2533 0.28
H 2.574703 0.949183 1.419356 0.4369 0.5347 -0.1894 0.20
H 1.421504 2.311986 1.194136 -0.0856 1.0043 -0.5958 0.22
H -0.036859 0.048998 1.803610 -0.0473 0.0710 0.2962 0.41
H 1.139641 -0.022488 -1.897093 1.3750 -0.1694 1.0936 0.47
H 2.033575 0.857176 -0.709679 -0.5587 -1.4158 -0.7312 0.46
H 2.267778 -1.588172 0.351520 0.8072 0.7687 -1.0223 0.25
H 2.517845 -1.950037 -1.352304 -0.6383 -0.5639 -1.0366 0.26
H 3.461949 -0.663033 -0.764445 0.5732 -0.2872 0.5750 0.26
H -0.246372 -1.883868 -1.221732 -0.5061 0.4553 0.2645 0.26
H 0.040712 -2.159162 0.459714 1.2856 -0.6194 0.6265 0.27
H -2.840366 -0.328838 -1.664553 -0.0227 -0.3279 1.2622 0.27
H -4.138791 0.335272 0.397924 -1.2847 -0.8060 0.5232 0.44
H -3.948832 1.471201 -0.754895 -0.0882 -0.8569 -0.6686 0.46
H -3.327167 1.690981 0.575602 1.7227 -0.2716 0.9153 0.46
```
Positions in Å, forces in eV/Å.

Summary:
Gap between HOMO and LUMO = 9.539 eV
HOMO level = -0.609 Eh
Spin multiplicity = 1
Net charge = +2
LUMO energy = -7.04 eV
SMILES string = CN[C@@]1([NH2+]C)CS[C@@H]([NH3+])S1
Electronic energy = -31551.0979 eV

***

> Look up the net charge of the sixth one.

+2

***

> Which formula does entry 3 have?

C5H15N3O